This record from the OMol25 dataset describes 14 unconnected molecules or ions with the total composition C69H170N14O5. The level of theory is ωB97M-V/def2-TZVPD.

Last column: Löwdin charge in e.
Atoms and positions in Å:
C  7.3587  -17.0964  -3.9523  -0.0787
C  7.5844  -17.9245  -5.2190  -0.2395
N  7.0906  -19.3285  -5.1938  -0.1596
C  7.8655  -20.3578  -4.4173  -0.2117
C  9.3683  -20.4031  -4.8067  -0.0778
C  5.7093  -19.4851  -4.8001  -0.3069
C  4.9554  -20.6286  -5.4005  -0.1032
H  6.3263  -16.9206  -3.6502  0.0690
H  7.8725  -16.1603  -4.1712  0.0705
H  7.8651  -17.4708  -3.0627  0.0646
H  7.0455  -17.4573  -6.0432  0.0951
H  8.6442  -17.9841  -5.4667  0.0902
H  7.8043  -20.1714  -3.3451  0.1001
H  7.4515  -21.3488  -4.6031  0.1016
H  9.3512  -20.8267  -5.8109  0.0699
H  9.8660  -19.4343  -4.7640  0.0588
H  9.9677  -21.1348  -4.2650  0.0401
H  5.1263  -18.6223  -5.1222  0.1152
H  5.5528  -19.4781  -3.7214  0.1106
H  5.3944  -21.6207  -5.2956  0.0591
H  4.9876  -20.6281  -6.4900  0.0691
H  3.8941  -20.7270  -5.1723  0.0755
C  13.2075  -25.4539  -17.1855  -0.0680
C  13.3950  -24.1223  -16.3317  -0.2202
N  14.8423  -23.8424  -16.0953  -0.1658
C  15.6322  -23.8982  -17.3673  -0.2633
C  15.3500  -22.6858  -18.2409  -0.0981
C  15.3433  -24.8525  -15.1615  -0.2567
C  14.7644  -24.7276  -13.7260  -0.0757
H  13.7814  -26.3131  -16.8383  0.0623
H  13.3876  -25.2119  -18.2330  0.0585
H  12.1428  -25.6868  -17.1676  0.0639
H  12.8149  -23.3340  -16.8115  0.1001
H  12.9654  -24.1693  -15.3311  0.0662
H  16.6933  -23.9339  -17.1207  0.1152
H  15.3392  -24.6153  -18.1341  0.0907
H  15.9571  -22.8989  -19.1208  0.0754
H  14.3235  -22.7205  -18.6059  0.0641
H  15.5125  -21.7382  -17.7273  0.0717
H  16.3861  -24.5957  -14.9752  0.1084
H  15.2552  -25.8401  -15.6143  0.0994
H  14.7798  -23.7188  -13.3135  0.0621
H  15.3411  -25.2298  -12.9493  0.0629
H  13.7371  -25.0914  -13.7458  0.0526
C  16.6699  -20.9085  -5.0850  -0.0644
C  16.7197  -19.3387  -5.4637  -0.1756
N  17.2768  -18.5862  -4.2457  -0.1711
C  18.6148  -18.0834  -4.5331  -0.2670
C  19.6104  -19.2209  -4.6844  -0.1020
C  16.2330  -17.7273  -3.7474  -0.2801
C  16.7362  -16.8466  -2.6068  -0.0949
H  16.0276  -21.3609  -5.8406  0.0287
H  16.3010  -21.2424  -4.1152  0.0649
H  17.6912  -21.1999  -5.3303  0.0476
H  17.3830  -19.3369  -6.3286  0.0967
H  15.7393  -19.0017  -5.8005  0.0873
H  18.6515  -17.5298  -5.4713  0.1099
H  19.0854  -17.4682  -3.7662  0.1039
H  19.5262  -19.5416  -5.7227  0.0573
H  20.6591  -18.9836  -4.5053  0.0720
H  19.3696  -20.1611  -4.1882  0.0697
H  15.4733  -18.3896  -3.3323  0.1082
H  15.7096  -17.1041  -4.4725  0.0971
H  15.8103  -16.3653  -2.2920  0.0683
H  17.4429  -16.0658  -2.8878  0.0627
H  17.2394  -17.3901  -1.8071  0.0778
C  13.7222  -26.3201  -2.1666  -0.0869
C  12.1623  -26.2832  -1.9359  -0.1974
N  11.4561  -25.6911  -3.1005  -0.2205
C  10.0759  -26.1202  -3.0881  -0.2578
C  9.1403  -25.4006  -2.0945  -0.0628
C  11.7444  -24.3701  -3.3730  -0.2855
C  11.2293  -23.8494  -4.7276  -0.0546
H  14.1685  -27.0545  -1.4961  0.0606
H  14.2163  -25.3812  -1.9168  0.0602
H  14.0538  -26.6760  -3.1421  0.0639
H  11.9031  -27.3335  -1.8027  0.1094
H  11.9766  -25.6951  -1.0372  0.1003
H  10.0615  -27.1967  -2.9179  0.1091
H  9.7644  -25.9875  -4.1242  0.1039
H  9.0749  -24.3532  -2.3889  0.0602
H  9.2374  -25.5183  -1.0152  0.0707
H  8.2587  -25.8867  -2.5124  0.0692
H  11.4635  -23.7122  -2.5506  0.0900
H  12.8291  -24.3287  -3.4725  0.1076
H  11.4472  -22.7915  -4.8741  0.0364
H  11.7233  -24.2953  -5.5909  0.0573
H  10.1397  -23.8681  -4.7486  0.0705
C  13.2331  -19.2632  -15.6211  -0.0751
C  13.8999  -20.1954  -14.5819  -0.2961
N  13.0318  -20.4114  -13.4874  -0.1810
C  12.0717  -21.5018  -13.8399  -0.2102
C  10.6026  -20.9818  -13.9023  -0.0654
C  13.7096  -20.4618  -12.1631  -0.2052
C  14.2166  -19.0292  -11.8579  -0.0715
H  13.9416  -19.0728  -16.4272  0.0644
H  12.7992  -18.3923  -15.1297  0.0813
H  12.5189  -19.8396  -16.2091  0.0546
H  14.3479  -21.0794  -15.0357  0.1030
H  14.7164  -19.5231  -14.3182  0.0945
H  12.1695  -22.0150  -14.7966  0.0899
H  12.1026  -22.2335  -13.0326  0.0835
H  9.8634  -21.7773  -13.8085  0.0542
H  10.3834  -20.1836  -13.1931  0.0522
H  10.4920  -20.4589  -14.8523  0.0615
H  14.5209  -21.1844  -12.0752  0.1049
H  12.8795  -20.6680  -11.4874  0.0916
H  13.3697  -18.3588  -11.7120  0.0455
H  14.8633  -18.4819  -12.5437  0.0668
H  14.7594  -19.1861  -10.9258  0.0703
C  10.1130  -25.4668  -13.2900  -0.0741
C  9.2056  -24.6193  -12.3387  -0.2093
N  8.4614  -25.3791  -11.2945  -0.1775
C  7.3617  -26.2172  -11.8947  -0.2436
C  6.4860  -27.0160  -10.9781  -0.0949
C  9.2804  -26.0961  -10.3455  -0.2735
C  9.0096  -25.5554  -8.9742  -0.0853
H  10.5208  -24.7597  -14.0123  0.0564
H  9.5785  -26.1386  -13.9616  0.0604
H  10.8534  -26.0458  -12.7380  0.0554
H  9.8119  -23.8423  -11.8733  0.0925
H  8.4468  -24.1572  -12.9702  0.1025
H  6.7210  -25.4711  -12.3646  0.1128
H  7.8061  -26.8284  -12.6802  0.1014
H  6.2937  -26.3766  -10.1166  0.0687
H  5.5119  -27.2522  -11.4064  0.0798
H  6.9753  -27.8577  -10.4879  0.0663
H  10.3231  -25.9521  -10.6288  0.0927
H  9.0801  -27.1640  -10.4320  0.1072
H  7.9741  -25.6048  -8.6375  0.0710
H  9.2248  -24.5020  -8.7952  0.0704
H  9.5808  -26.0382  -8.1813  0.0371
C  9.6906  -19.8451  1.1286  -0.0837
C  11.2342  -19.9211  1.0289  -0.2572
N  11.8442  -20.5401  -0.1793  -0.1568
C  11.6979  -19.6868  -1.3811  -0.2295
C  12.3258  -20.2592  -2.6827  -0.0848
C  11.5003  -22.0121  -0.3566  -0.2679
C  11.5624  -22.8504  0.8504  -0.1013
H  9.3891  -19.3438  0.2088  0.0513
H  9.4777  -19.1420  1.9338  0.0707
H  9.0699  -20.7409  1.1481  0.0666
H  11.6377  -18.9416  1.2856  0.1092
H  11.6102  -20.4414  1.9098  0.0913
H  10.6380  -19.5375  -1.5870  0.0867
H  12.0525  -18.6776  -1.1714  0.1128
H  13.4005  -20.3728  -2.5407  0.0661
H  11.9704  -21.2195  -3.0563  0.0357
H  12.2278  -19.5995  -3.5448  0.0601
H  12.2059  -22.4888  -1.0370  0.0937
H  10.4554  -22.0311  -0.6664  0.1126
H  12.6058  -23.0777  1.0690  0.0891
H  11.0861  -23.7905  0.5721  0.0662
H  10.9550  -22.3490  1.6039  0.0669
C  14.4048  -15.8135  -7.4275  -0.0896
C  15.0779  -14.5207  -6.8676  -0.2374
N  14.3247  -13.2763  -7.0256  -0.2163
C  15.0742  -12.0896  -6.8357  -0.2887
C  14.1995  -10.9758  -7.4236  -0.0839
C  13.0284  -13.3297  -6.2820  -0.2115
C  13.2774  -13.3174  -4.7538  -0.0660
H  15.1685  -16.5827  -7.5429  0.0549
H  14.1271  -15.7586  -8.4801  0.0682
H  13.5603  -16.2602  -6.9029  0.0584
H  15.4704  -14.7029  -5.8672  0.0926
H  15.8744  -14.3834  -7.5990  0.1104
H  15.9217  -12.0926  -7.5211  0.1125
H  15.4384  -11.9198  -5.8225  0.1135
H  14.7878  -10.0745  -7.2510  0.0688
H  13.3237  -10.9141  -6.7776  0.0571
H  13.9526  -11.0937  -8.4787  0.0856
H  12.3207  -12.6005  -6.6763  0.1030
H  12.6241  -14.2841  -6.6193  0.0741
H  12.4820  -13.7284  -4.1321  0.0682
H  14.1791  -13.8736  -4.4972  0.0551
H  13.4892  -12.3094  -4.3969  0.0657
C  1.9152  -19.9591  -12.4235  -0.0729
C  2.6509  -21.3495  -12.7645  -0.1895
N  4.1203  -21.0766  -13.1571  -0.1861
C  4.2677  -20.1878  -14.3361  -0.2822
C  3.3675  -20.6153  -15.4306  -0.0970
C  5.0273  -20.7115  -12.0609  -0.2647
C  6.4405  -20.9872  -12.5063  -0.1066
H  0.8539  -19.9345  -12.1764  0.0578
H  2.0707  -19.2228  -13.2120  0.0538
H  2.3981  -19.5918  -11.5180  0.0553
H  2.6914  -22.1253  -11.9999  0.0942
H  2.0394  -21.9381  -13.4484  0.0839
H  4.1871  -19.1693  -13.9561  0.1125
H  5.3046  -20.2353  -14.6688  0.1038
H  3.3567  -19.7352  -16.0735  0.0762
H  3.5810  -21.4958  -16.0365  0.0869
H  2.3448  -20.5460  -15.0597  0.0572
H  4.8348  -21.2799  -11.1510  0.1103
H  4.8788  -19.6723  -11.7673  0.1065
H  7.0153  -21.3459  -11.6525  0.0684
H  6.9022  -20.1441  -13.0202  0.0667
H  6.6019  -21.7004  -13.3146  0.0666
C  12.0594  -26.9549  -7.9992  0.0014
C  12.8889  -27.3265  -9.2705  -0.5190
O  13.8427  -26.6495  -9.6473  0.0146
N  12.5148  -28.4899  -9.8170  0.0028
C  13.0607  -29.0966  -11.0251  -0.0465
H  11.8549  -25.8849  -7.9615  0.0651
H  12.6491  -27.2177  -7.1210  0.0762
H  11.0874  -27.4360  -7.8899  0.0634
H  11.5652  -28.7504  -9.5923  0.1291
H  14.1059  -28.8396  -11.1975  0.0895
H  12.4147  -28.8008  -11.8517  0.0829
H  12.9645  -30.1667  -10.8418  0.0835
C  7.8163  -18.8185  -8.5476  0.0005
C  8.4404  -18.3327  -9.8605  -0.5547
O  7.7894  -17.7581  -10.7612  -0.0066
N  9.7575  -18.4639  -9.9293  0.0297
C  10.7226  -18.1380  -10.9666  -0.0615
H  8.4107  -18.2544  -7.8288  0.0634
H  8.0177  -19.8796  -8.4010  0.0803
H  6.7359  -18.7055  -8.4586  0.0850
H  10.1564  -19.0545  -9.2137  0.0916
H  10.5907  -17.2609  -11.6002  0.0975
H  11.1351  -18.9605  -11.5511  0.0499
H  11.6814  -17.8189  -10.5580  0.0597
C  15.8177  -24.0147  -9.8541  0.0119
C  15.3509  -23.7637  -8.4104  -0.5152
O  15.2726  -22.6133  -7.9344  -0.0270
N  15.1224  -24.8372  -7.6303  0.0413
C  14.5843  -24.7378  -6.2668  -0.0445
H  16.4587  -23.2225  -10.2411  0.0839
H  14.9658  -24.0746  -10.5315  0.0562
H  16.4319  -24.9148  -9.8763  0.0819
H  15.1429  -25.7130  -8.1329  0.1046
H  14.1481  -23.7500  -6.1182  0.0699
H  15.3605  -24.8464  -5.5094  0.0853
H  13.8664  -25.5252  -6.0375  0.0615
C  12.5714  -20.8175  -7.0565  0.0056
C  11.9108  -21.3591  -8.2741  -0.5419
O  10.7734  -20.9622  -8.6088  -0.0013
N  12.5625  -22.3243  -8.8735  0.0636
C  11.9813  -23.0806  -10.0034  -0.0372
H  13.5815  -20.4634  -7.2627  0.0788
H  12.7762  -21.5503  -6.2760  0.0633
H  12.0808  -20.0248  -6.4917  0.0780
H  13.4463  -22.5983  -8.4687  0.0792
H  11.1823  -23.6170  -9.4916  0.0592
H  12.5195  -23.8985  -10.4825  0.0795
H  11.4448  -22.5301  -10.7762  0.0627
C  10.0948  -15.0206  -8.3716  0.0040
C  8.6645  -14.4034  -8.2481  -0.4838
O  8.5602  -13.1914  -8.0355  0.0224
N  7.6526  -15.3173  -8.4928  0.0157
C  6.2366  -15.1509  -8.2984  -0.0858
H  10.1901  -16.0237  -8.7874  0.0504
H  10.3139  -15.2002  -7.3190  0.0651
H  10.9634  -14.4029  -8.5996  0.0738
H  7.9023  -16.2120  -8.8896  0.0748
H  5.8412  -14.4336  -9.0176  0.0791
H  5.8809  -14.7892  -7.3337  0.0844
H  5.7241  -16.0345  -8.6788  0.0812

Values from the calculation:
- DFT total energy (hartree) = -3873.44826
- LUMO level (hartree) = 0.0063
- HOMO level (hartree) = -0.284
- maximum force (eV Å⁻¹) = 4.29
- frontier orbital gap (Ha) = 0.2905